This record from the OMol25 dataset describes 11 unconnected molecules or ions with the total composition C34H73Cl12N3O16P4. The level of theory is ωB97M-V/def2-TZVPD.

Last column: Löwdin charge in e.
Element x y z (Å)
C: 21.042 16.718 14.437  -0.09
C: 19.894 16.144 13.708  -0.22
O: 20.053 14.639 13.644  -0.21
P: 20.902 13.906 12.499  0.32
O: 22.268 14.441 12.460  -0.24
O: 20.005 14.027 11.199  -0.18
C: 20.782 14.225 9.913  -0.24
C: 20.619 15.599 9.459  -0.09
O: 20.785 12.438 12.925  -0.16
C: 21.869 11.768 13.631  -0.22
C: 21.492 11.507 15.057  -0.07
H: 20.904 17.819 14.483  0.09
H: 21.006 16.295 15.444  0.08
H: 21.964 16.531 13.860  0.08
H: 18.958 16.295 14.225  0.09
H: 19.808 16.470 12.657  0.11
H: 21.847 13.998 10.044  0.12
H: 20.255 13.589 9.256  0.10
H: 20.921 15.722 8.426  0.08
H: 19.600 15.836 9.663  0.07
H: 21.267 16.262 10.122  0.11
H: 22.039 10.773 13.177  0.13
H: 22.747 12.390 13.545  0.10
H: 20.602 12.076 15.298  0.06
H: 21.257 10.519 15.141  0.04
H: 22.257 11.739 15.821  0.09
C: 10.640 14.735 20.689  -0.06
C: 12.083 14.544 20.356  -0.26
O: 12.988 14.565 21.490  -0.16
P: 14.150 15.595 21.371  0.33
O: 14.934 15.403 20.160  -0.21
O: 13.434 16.959 21.648  -0.16
C: 14.181 18.104 22.137  -0.25
C: 13.477 19.439 21.943  -0.08
O: 14.973 15.481 22.742  -0.19
C: 15.624 14.170 23.015  -0.20
C: 17.107 14.283 22.718  -0.05
H: 10.154 15.260 19.879  0.07
H: 10.134 13.732 20.770  0.10
H: 10.582 15.372 21.555  0.08
H: 12.247 13.557 20.043  0.10
H: 12.417 15.205 19.569  0.10
H: 14.404 18.010 23.190  0.11
H: 15.114 18.105 21.521  0.11
H: 12.478 19.471 22.392  0.08
H: 14.062 20.252 22.333  0.04
H: 13.172 19.645 20.905  0.08
H: 15.372 13.942 24.011  0.10
H: 15.137 13.444 22.330  0.12
H: 17.599 14.897 23.409  0.05
H: 17.578 13.295 22.918  0.09
H: 17.317 14.523 21.676  0.06
C: 22.896 18.150 18.230  -0.08
C: 21.396 18.327 18.176  -0.24
O: 20.921 18.653 19.531  -0.18
P: 19.448 18.794 19.995  0.28
O: 19.273 18.686 21.450  -0.25
O: 18.915 20.145 19.381  -0.21
C: 17.609 20.557 19.821  -0.30
C: 17.152 21.715 18.961  -0.05
O: 18.652 17.754 19.165  -0.16
C: 17.906 16.622 19.656  -0.23
C: 18.074 15.384 18.811  -0.06
H: 23.163 17.239 18.808  0.06
H: 23.298 17.935 17.229  0.08
H: 23.242 19.032 18.764  0.08
H: 21.080 19.226 17.551  0.14
H: 20.956 17.357 17.889  0.08
H: 16.895 19.767 19.832  0.10
H: 17.670 20.826 20.854  0.03
H: 17.960 22.406 18.817  0.05
H: 16.809 21.354 17.974  0.09
H: 16.319 22.285 19.394  0.08
H: 18.246 16.508 20.710  0.11
H: 16.845 16.822 19.789  0.09
H: 17.495 15.428 17.943  0.04
H: 19.091 15.233 18.478  0.02
H: 17.679 14.576 19.415  0.07
C: 13.797 16.078 16.183  -0.09
C: 14.218 14.757 16.761  -0.25
O: 14.878 13.867 15.802  -0.18
P: 16.038 14.276 14.762  0.33
O: 16.903 15.348 15.186  -0.20
O: 16.730 12.857 14.640  -0.18
C: 17.624 12.506 15.741  -0.25
C: 18.089 11.071 15.629  -0.08
O: 15.333 14.497 13.394  -0.17
C: 16.064 14.932 12.245  -0.25
C: 15.609 16.324 11.709  -0.06
H: 13.177 15.907 15.238  0.11
H: 13.165 16.557 16.943  0.08
H: 14.654 16.667 15.957  0.05
H: 14.758 14.951 17.742  0.11
H: 13.312 14.149 17.002  0.12
H: 18.383 13.304 15.593  0.11
H: 17.110 12.707 16.705  0.12
H: 17.354 10.355 15.972  0.07
H: 18.498 10.896 14.618  0.08
H: 18.949 10.832 16.338  0.09
H: 17.110 14.930 12.517  0.09
H: 15.787 14.175 11.467  0.13
H: 14.704 16.232 11.120  0.06
H: 15.392 16.935 12.643  0.09
H: 16.478 16.697 11.078  0.09
Cl: 21.777 26.514 16.812  0.49
C: 21.183 24.824 16.891  -1.47
Cl: 20.026 24.578 15.557  0.51
Cl: 20.529 24.487 18.542  0.51
H: 22.036 24.181 16.684  0.01
Cl: 19.523 23.923 22.874  0.52
C: 21.027 23.388 22.122  -1.57
Cl: 20.546 21.910 21.218  0.54
Cl: 22.217 23.011 23.266  0.59
H: 21.394 24.103 21.362  0.00
Cl: 22.513 15.940 23.065  0.53
C: 21.773 17.429 23.586  -1.54
Cl: 23.023 18.559 24.200  0.50
Cl: 20.692 17.032 24.894  0.54
H: 21.234 17.773 22.694  0.00
Cl: 19.410 20.299 24.545  0.55
C: 18.033 19.315 24.326  -1.51
Cl: 16.910 20.320 23.272  0.53
Cl: 17.320 18.836 25.895  0.51
H: 18.282 18.404 23.787  -0.02
C: 28.448 19.865 16.629  -0.08
C: 27.530 20.924 16.979  -0.29
N: 26.816 21.783 17.231  0.13
H: 29.445 20.238 16.501  0.07
H: 28.197 19.297 15.714  0.10
H: 28.493 19.172 17.455  0.07
C: 27.194 16.786 20.996  -0.06
C: 26.230 16.140 20.120  -0.26
N: 25.502 15.561 19.418  0.14
H: 28.120 16.285 20.822  0.07
H: 26.850 16.500 21.976  0.08
H: 27.239 17.889 20.958  0.10
C: 22.673 13.458 20.165  -0.08
C: 21.866 14.241 19.259  -0.21
N: 21.160 14.932 18.607  0.17
H: 22.572 12.403 19.864  0.09
H: 22.404 13.642 21.209  0.05
H: 23.753 13.636 20.066  0.06

## Properties
**HOMO-LUMO gap**: 10.23 eV
**E_HOMO**: -10.0051 eV
**SMILES string**: CCOP(=O)(OCC)OCC.CCOP(=O)(OCC)OCC.CCOP(=O)(OCC)OCC.CCOP(=O)(OCC)OCC.ClC(Cl)Cl.ClC(Cl)Cl.ClC(Cl)Cl.ClC(Cl)Cl.CC#N.CC#N.CC#N

=====

This record from the OMol25 dataset describes 2 unconnected molecules or ions with the total composition C8H16N2. The level of theory is ωB97M-V/def2-TZVPD.

Last column: natural (NBO) charge in e.
Element x y z (Å)
C: 2.579 0.976 0.099  -0.47
C: 2.087 0.536 -1.361  -0.60
C: 1.400 1.755 0.618  0.31
C: 0.216 1.897 -0.070  0.14
C: -0.165 2.147 2.086  0.34
N: 1.141 1.900 1.998  -0.41
N: -0.762 2.279 0.845  -0.55
H: 2.702 0.022 0.770  0.29
H: 3.433 1.606 -0.060  0.27
H: 1.120 -0.055 -1.230  0.20
H: 0.085 2.080 -1.194  0.28
H: -0.613 2.138 3.102  0.27
H: -1.617 2.616 0.350  0.48
H: 2.706 -0.160 -1.918  0.25
H: 1.891 1.328 -1.955  0.20
C: -1.307 -1.368 -0.425  -0.41
C: -1.835 -1.629 1.019  -0.63
C: -1.145 -2.724 -1.220  -0.60
H: -1.957 -0.782 -1.004  0.20
H: -0.346 -0.958 -0.561  0.17
H: -1.870 -2.604 1.300  0.22
H: -2.159 -2.884 -1.770  0.23
H: -0.387 -2.435 -1.997  0.20
H: -2.981 -1.287 1.219  0.21
H: -1.548 -0.982 1.839  0.20
H: -0.670 -3.415 -0.480  0.22

## Properties
**Net charge**: +1
**HOMO-LUMO gap (spin up / spin down)**: 10.24 / 6.04 eV
**Spin multiplicity**: 2
**E_HOMO (spin up / spin down)**: -14.0889 / -14.0924 eV
**<S²>**: 0.7618

=====

This record from the OMol25 dataset describes a molecular structure, C6H12O. The level of theory is ωB97M-V/def2-TZVPD.

Last column: natural (NBO) charge in e.
Element x y z (Å)
C: 3.014 0.281 0.222  -0.60
C: 1.559 -0.172 0.299  -0.39
C: 0.616 0.867 -0.315  -0.43
C: -0.823 0.490 -0.316  -0.12
C: -1.642 -0.647 -0.887  -0.08
O: -2.842 0.027 -0.395  -0.51
C: -1.986 1.003 0.091  0.13
H: 3.312 0.456 -0.818  0.20
H: 3.165 1.219 0.770  0.20
H: 3.698 -0.462 0.643  0.21
H: 1.276 -0.354 1.342  0.20
H: 1.439 -1.129 -0.224  0.19
H: 0.952 1.069 -1.343  0.21
H: 0.726 1.815 0.225  0.21
H: -3.407 -2.304 1.420  -0.03
H: -1.531 -1.628 -0.416  0.20
H: -1.691 -0.747 -1.975  0.19
H: -2.383 1.868 0.614  0.20
H: -3.453 -1.651 1.061  0.02

## Properties
**HOMO-LUMO gap**: 9.65 eV
**E_HOMO**: -8.5865 eV

=====

This record from the OMol25 dataset describes a gas-phase ion, C4H5N2O (charge +1). The level of theory is ωB97M-V/def2-TZVPD.

Last column: natural (NBO) charge in e.
Element x y z (Å)
C: 0.664 -0.650 1.361  -0.79
C: 0.047 -0.022 0.239  0.45
N: -1.157 0.567 0.046  -0.48
C: -1.409 0.807 -1.230  0.47
N: -0.340 0.571 -2.064  -0.58
C: 0.721 0.022 -1.346  0.63
O: 1.744 -0.311 -1.821  -0.38
H: 0.960 -0.056 2.274  0.35
H: 1.623 -1.039 1.054  0.28
H: 0.020 -1.338 2.002  0.34
H: -2.201 1.416 -1.575  0.25
H: -0.106 0.818 -2.989  0.46

## Properties
**Net charge**: +1
**HOMO-LUMO gap**: 7.92 eV
**E_HOMO**: -15.4306 eV
**SMILES string**: CC1=NC=[NH+]C1=O

=====

Which formula does entry 3 have?
C6H12O